No. 1
A molecular structure, C6H10N2O2, computed with ωB97M-V/def2-TZVPD.

- orbital gap (eV) = 9.9
- net charge = 0
- electronic energy (eV) = -13454.523
- LUMO level (hartree) = 0.017
- energy above the lowest of the compared OMol25 structures with the same formula, charge and spin (kcal per mole) = 125.0

Geometry (Å):
C  -3.839039  -0.950435  -0.151568
C  -2.831401  -2.064623  -0.346665
C  -1.953130  -1.968885  -1.614628
C  -0.773344  -1.584443  -0.675677
N  -1.602469  -1.967130  0.480944
C  0.421347  -2.527638  -0.774626
O  1.493612  -2.228553  -1.237399
C  -0.368044  -0.152180  -0.720644
N  -0.166490  0.851110  -1.357405
H  -3.385697  0.031706  -0.346757
H  -4.685404  -1.088349  -0.839327
H  -4.227220  -0.961513  0.876879
H  -3.324687  -3.039246  -0.219245
H  -1.792140  -2.928980  -2.119059
H  -2.226646  -1.202130  -2.345696
H  -1.611607  -1.323955  1.267797
H  0.208964  -3.542906  -0.376955
O  -0.225605  1.131943  0.984302
H  0.157719  0.394033  1.500105
H  -0.019812  1.768693  -0.076134

Cartesian forces (eV/Å) of the 6 atoms listed first:
-0.0768 0.1361 -0.0677
-0.1517 -0.1953 0.1752
-0.1181 0.1791 -0.2626
0.0732 0.0224 1.4805
-0.0979 -0.0558 0.0160
1.0408 0.2761 -0.5083

***

No. 2
A single C4H6O2 molecule, computed with ωB97M-V/def2-TZVPD.

- orbital gap (eV) = 9.4
- net charge = 0
- electronic energy (eV) = -8339.212
- LUMO level (hartree) = -0.009
- SMILES = CCC(=O)C=O
- energy above the lowest of the compared OMol25 structures with the same formula, charge and spin (kcal per mole) = 28.8

Geometry (Å):
C  0.788292  -0.831262  -1.408355
C  0.278047  0.104366  -0.321055
C  -0.631507  -0.289193  0.803002
O  -1.254450  -1.308296  0.983438
C  -0.858927  0.978476  1.687811
O  -0.029457  1.852684  1.766305
H  1.620395  -1.452895  -1.062449
H  0.022458  -1.487279  -1.830428
H  1.179630  -0.207602  -2.221235
H  -0.372492  0.895714  -0.721376
H  1.096203  0.669538  0.132823
H  -1.838191  1.075751  2.191517

Cartesian forces (eV/Å) of the 6 atoms listed first:
-0.0382 -0.0551 0.0030
0.0233 0.0980 -0.0506
-0.1340 -0.1284 -0.0766
0.4023 0.5333 0.0137
0.2347 0.2860 0.1468
-0.4902 -0.5036 0.1267

***

No. 3
13 unconnected molecules or ions with the total composition C32H90O13, computed with ωB97M-V/def2-TZVPD.

- orbital gap (eV) = 10.0
- net charge = 0
- electronic energy (eV) = -61256.178
- LUMO level (hartree) = 0.003
- energy above the lowest of the compared OMol25 structures with the same formula, charge and spin (kcal per mole) = 63.0

Geometry (Å):
C  -0.356891  0.018594  0.294942
C  -1.723741  0.248307  0.989512
O  -1.481662  0.286657  2.375162
H  -0.012537  -1.010922  0.393092
H  0.422715  0.647864  0.724285
H  -0.438402  0.362075  -0.736301
H  -2.460968  -0.507239  0.717926
H  -2.181270  1.198564  0.714239
H  -1.556130  -0.636386  2.628239
C  -1.236131  -2.145749  -8.349301
C  -0.003965  -1.742184  -7.548951
O  -0.380173  -0.740057  -6.634575
H  -1.102331  -2.994599  -9.019861
H  -1.589608  -1.369247  -9.027680
H  -2.081342  -2.358757  -7.694823
H  0.770729  -1.362760  -8.215270
H  0.322001  -2.676347  -7.091571
H  -1.186235  -1.037115  -6.206065
C  -4.179795  -5.193720  5.535823
C  -2.791620  -5.574815  4.880567
O  -2.174506  -4.404461  4.362735
H  -4.008455  -4.613860  6.442755
H  -4.663750  -6.129024  5.817065
H  -4.804657  -4.632987  4.840674
H  -2.837367  -6.442635  4.222612
H  -2.205927  -5.930723  5.728148
H  -1.435445  -4.618330  3.788578
C  -8.180262  -0.393933  3.643221
C  -9.528777  0.243942  3.719951
O  -10.245610  -0.374018  4.744135
H  -7.600518  0.115429  2.873458
H  -8.215605  -1.422395  3.283893
H  -7.507869  -0.358753  4.500389
H  -10.138427  0.181361  2.818559
H  -9.392912  1.284972  4.013006
H  -10.337316  -1.305247  4.529660
C  2.731392  -7.933735  2.279984
C  3.097314  -6.584020  2.829161
O  2.351452  -5.609026  2.111483
H  3.135073  -8.065220  1.276063
H  1.658584  -8.103185  2.188004
H  3.244684  -8.664701  2.904744
H  4.159892  -6.343719  2.865135
H  2.705708  -6.539346  3.845401
H  2.838342  -5.312187  1.339193
C  -6.179699  0.024487  -3.180880
C  -5.524742  -1.354181  -3.425679
O  -4.101934  -1.191348  -3.469466
H  -5.875568  0.749522  -3.935820
H  -5.849733  0.360054  -2.197712
H  -7.263340  -0.084195  -3.225636
H  -5.799062  -1.760251  -4.399309
H  -5.842193  -2.056116  -2.654563
H  -3.789851  -2.098228  -3.427372
C  -2.448764  -6.448481  -1.944211
C  -1.921136  -6.908438  -3.329091
O  -2.126801  -5.940362  -4.324472
H  -1.916991  -5.586254  -1.541885
H  -2.316819  -7.312329  -1.292697
H  -3.509209  -6.196638  -1.956759
H  -2.427618  -7.841465  -3.576156
H  -0.873148  -7.143142  -3.142756
H  -2.039841  -6.351828  -5.187448
C  -1.970523  6.147647  7.157072
C  -2.426089  4.970681  6.293719
C  -3.682476  5.291168  5.508291
O  -1.389709  4.642751  5.388339
H  -1.634901  6.958558  6.510624
H  -1.110310  5.847207  7.755270
H  -2.773508  6.522133  7.791948
H  -2.701343  4.112975  6.907454
H  -3.461687  6.144589  4.867179
H  -4.460606  5.626366  6.194040
H  -4.129109  4.499020  4.907352
H  -1.645870  3.799962  5.006655
C  -3.066419  4.932778  -4.832666
C  -3.433922  5.786098  -3.639573
C  -2.344812  6.064162  -2.671215
O  -4.060787  6.960739  -4.158455
H  -3.928866  4.816566  -5.488995
H  -2.790238  3.911707  -4.569510
H  -2.290428  5.480116  -5.367801
H  -4.223538  5.297493  -3.068727
H  -2.639444  6.416258  -1.682626
H  -1.688630  6.763183  -3.189767
H  -1.760164  5.161191  -2.495315
H  -4.710884  6.652334  -4.793950
C  6.590220  -0.398426  2.684215
C  7.172084  0.820354  3.391837
C  6.134897  1.491448  4.261081
O  8.134956  0.301238  4.224525
H  7.278262  -0.698658  1.893920
H  5.641401  -0.239313  2.171833
H  6.394352  -1.243954  3.343620
H  7.689409  1.488228  2.703052
H  5.284528  1.798155  3.652057
H  6.576434  2.433514  4.586141
H  5.768475  0.820898  5.038390
H  8.484387  0.978482  4.808337
C  6.148609  1.701294  -3.536420
C  4.637739  1.831005  -3.392018
C  4.025391  2.998065  -4.201882
O  4.105650  0.643694  -3.925516
H  6.601158  0.937454  -2.904087
H  6.645259  2.619176  -3.221864
H  6.419037  1.428435  -4.556473
H  4.401409  1.939159  -2.333457
H  2.936637  2.946437  -4.208629
H  4.426917  3.044882  -5.214159
H  4.279499  3.950661  -3.737026
H  3.277298  0.674142  -4.409781
C  3.170555  6.618156  1.726013
C  3.044363  7.460606  2.975376
C  1.720056  8.346909  3.020073
O  2.996564  6.636264  4.099151
H  4.046379  5.993482  1.901512
H  3.313948  7.223338  0.830866
H  2.255416  6.032952  1.635496
H  3.897935  8.126491  3.102347
H  0.815099  7.775269  2.814191
H  1.802082  9.009927  2.158792
H  1.695282  8.943295  3.932107
H  2.085296  6.338015  4.146699
C  4.840251  -5.251503  -4.301781
C  5.575184  -5.120748  -2.920251
C  7.019420  -4.576780  -3.163143
O  4.914400  -4.173901  -2.158422
H  3.785628  -5.485108  -4.155851
H  5.263690  -6.057984  -4.900423
H  4.901502  -4.292443  -4.816131
H  5.508518  -6.096665  -2.439360
H  7.667528  -5.295101  -3.665208
H  7.557243  -4.433665  -2.225928
H  7.039208  -3.680078  -3.782533
H  4.763480  -3.429952  -2.746112

Cartesian forces (eV/Å) of the 6 atoms listed first:
-0.7782 0.6558 -0.2663
1.2184 0.3926 -0.6169
-0.6569 -0.4810 0.6168
-0.1636 -0.0367 -0.2712
-0.2334 0.1002 0.3331
0.1133 -0.5522 -0.3057